1.
9
Properties=species:S:1:pos:R:3:forces:R:3:nbo_charge:R:1 method="wB97M-V/def2-TZVPD" homo_ev="-8.62 / -8.07" lumo_ev="-0.77 / -1.47" total_energy_ha=-1250.6740 gap_ev="7.844 / 6.599"
S -2.717 0.951 -0.246 -0.76 1.38 -0.21 0.29
P 0.460 -0.312 1.084 -0.16 -0.90 0.61 0.81
P 1.791 0.048 -1.466 0.87 1.39 -1.50 0.62
O 0.960 0.571 -0.196 -0.96 0.63 0.72 -1.07
N -2.257 -0.453 0.212 -1.16 0.46 -0.96 -0.51
C -1.240 -1.049 0.558 2.51 -2.81 1.56 -0.24
H 1.992 1.484 -1.900 0.02 -1.59 0.06 -0.08
H -1.311 -2.205 0.630 0.27 1.92 0.08 0.21
H 0.155 0.851 1.870 -0.62 -0.49 -0.34 -0.04

=====

2.
82
Properties=species:S:1:pos:R:3:forces:R:3:mulliken_charge:R:1 method="wB97M-V/def2-TZVPD" homo_ev=-11.91 lumo_ev=-4.33 total_energy_ha=-1691.8767 gap_ev=7.579 charge=+1
O 0.710 1.390 -4.185 0.83 0.61 0.30 -0.19
O -3.659 0.490 -0.072 0.30 0.09 -0.07 -0.29
O 5.505 1.462 -7.935 -0.13 -0.20 0.24 -0.36
O -4.511 1.267 -2.024 0.20 -0.03 0.11 -0.55
O 4.302 -0.053 -9.114 -0.01 0.02 0.22 -0.55
O -1.172 -0.484 8.146 -0.96 0.74 0.42 -0.23
O 3.606 0.797 -7.133 0.11 -0.06 0.03 -0.26
O -2.563 0.119 -1.906 0.03 0.11 0.18 -0.26
N 1.134 -1.736 1.485 -0.46 0.07 1.26 0.80
N 0.779 -2.994 1.401 -0.67 -0.10 0.49 -1.00
C 0.348 1.392 8.465 -0.28 0.05 -0.11 -1.04
C 2.452 0.966 -2.423 -0.17 -0.41 -0.67 -0.72
C 0.136 2.686 -3.942 -1.38 -0.51 0.50 -0.60
C -2.610 -1.294 5.879 -0.66 -0.31 0.20 -0.53
C -0.568 0.308 9.172 1.58 1.34 -0.68 -0.24
C -6.006 0.111 0.462 0.00 -0.16 -0.24 -1.11
C -4.797 1.010 0.632 -0.57 0.10 0.24 -0.21
C 6.509 1.470 -8.961 0.37 0.11 -0.51 -0.16
C -3.662 0.692 -1.397 -0.16 -0.14 0.00 0.69
C -3.412 -1.141 7.229 0.24 1.16 -0.67 -0.97
C 2.112 1.362 -3.907 1.04 0.26 0.02 -0.54
C -1.904 -3.261 4.265 0.77 -0.93 0.11 -0.74
C 4.462 0.658 -8.156 0.12 0.23 -0.16 0.69
C -0.138 -3.396 2.270 -1.43 -1.31 1.15 -0.41
C -2.485 0.175 -3.334 0.11 -0.11 -0.44 -0.71
C -2.493 -0.904 8.479 -0.72 -1.58 0.61 -0.46
C 1.527 -0.175 -1.870 0.34 0.42 1.50 0.22
C -1.892 -2.681 5.729 -0.44 -0.07 -0.12 -0.66
C -0.376 -1.266 3.425 0.22 -3.61 -1.81 -0.29
C 2.140 -1.184 0.518 -0.43 1.84 0.51 -0.77
C 0.608 -0.944 2.437 -0.37 2.03 1.31 -0.20
C -0.824 -2.679 3.341 1.26 3.08 -0.82 0.81
C 2.393 0.062 -7.287 -0.35 -0.21 -0.02 -0.38
C 1.434 -0.008 -0.276 -0.65 -0.18 -0.87 -0.50
C 6.074 2.304 -10.149 -0.30 0.03 -0.04 -1.10
H -5.010 2.033 0.316 0.07 -0.12 -0.17 0.31
H -1.689 -4.362 4.358 -0.19 0.91 -0.24 0.42
H 2.646 0.693 -4.630 -0.75 0.37 0.66 0.18
H 2.588 -0.991 -7.494 0.06 0.11 -0.15 0.32
H -0.233 2.319 8.217 0.41 -0.84 0.21 0.28
H 1.841 0.132 -6.352 0.12 0.17 -0.04 -0.02
H -4.035 -0.213 7.093 0.52 -0.79 0.11 0.34
H 2.563 -1.979 -0.127 -0.51 0.35 0.68 0.47
H 1.788 0.501 -8.081 0.08 -0.13 -0.06 0.30
H -0.216 3.125 -4.904 0.57 -0.06 0.67 0.24
H -1.501 -0.186 -3.629 0.00 0.02 0.25 0.14
H -0.788 -0.558 4.168 0.60 -0.42 -0.73 0.25
H 5.204 1.869 -10.640 0.10 -0.09 0.00 0.32
H 0.124 -0.303 9.803 -0.95 0.20 -0.21 0.26
H -6.334 0.082 -0.577 0.00 0.12 0.04 0.32
H 5.792 3.309 -9.828 0.16 0.00 0.02 0.29
H -4.158 -1.962 7.383 0.89 0.48 -0.03 0.41
H -2.920 -3.208 3.788 0.92 0.24 0.33 0.34
H -5.764 -0.915 0.750 0.00 0.07 0.13 0.28
H -6.836 0.464 1.075 0.06 0.00 0.01 0.37
H 0.332 0.040 -0.057 1.00 -0.30 0.14 0.32
H -1.315 0.885 9.766 0.40 -0.86 -0.20 0.28
H 0.781 3.364 -3.338 -0.22 -0.43 -0.71 0.36
H -0.784 2.503 -3.321 0.75 0.31 -0.51 0.04
H -3.361 -1.212 5.046 0.64 -0.01 0.66 0.46
H -3.037 -0.201 9.163 0.74 -0.34 -0.55 0.39
H 7.402 1.908 -8.515 -0.20 -0.01 0.25 0.29
H 2.907 -0.695 1.172 -0.33 -0.88 -0.69 0.25
H -2.398 -1.876 9.045 -0.17 0.79 -0.40 0.25
H 1.946 -1.202 -2.026 -0.28 0.97 -0.39 0.38
H -1.937 -0.407 5.817 -0.32 -0.76 0.01 0.16
H 0.489 -0.154 -2.276 0.94 0.16 0.13 -0.37
H 3.508 0.585 -2.357 -0.81 0.60 -0.20 0.31
H 0.754 0.997 7.500 -0.27 0.16 0.87 0.23
H -0.845 -2.705 6.118 -0.79 0.22 -0.22 0.28
H 1.834 0.985 0.053 -0.14 -0.95 -0.34 0.41
H -2.601 1.196 -3.697 -0.17 -0.09 0.06 0.31
H -2.475 -3.414 6.350 0.56 0.58 -0.55 0.48
H 6.880 2.380 -10.880 0.00 0.00 0.06 0.36
H -3.241 -0.476 -3.776 -0.07 0.16 0.03 0.39
H 6.762 0.450 -9.257 -0.22 0.01 0.05 0.31
H -0.430 -4.469 2.165 0.44 0.95 -0.09 0.40
H 0.992 0.104 2.454 -0.23 -1.02 -0.26 0.36
H -4.518 1.049 1.686 0.26 -0.08 -0.12 0.29
H 2.527 2.386 -4.092 -0.15 -0.81 0.07 0.40
H 1.205 1.702 9.112 -0.71 -0.33 -0.45 0.35
H 2.404 1.906 -1.810 -0.20 -0.99 -0.29 0.33